No. 1
# C4H8O2

A single C4H8O2 molecule (ωB97M-V/def2-TZVPD, OMol25).

Net charge: 0
LUMO energy (eV): 1.00
Max |F| (hartree/bohr): 0.006
E_tot (Eh): -307.62632

```
14
Properties=species:S:1:pos:R:3:forces:R:3:nbo_charge:R:1
C 1.64098 -0.45472 -0.97036 0.246 -0.096 -0.023 -0.24
O 0.36134 0.13530 -1.05939 -0.045 0.023 0.000 -0.54
C -0.57840 -0.43800 -0.20283 -0.101 -0.119 -0.025 0.05
C -0.42575 -0.20452 1.27942 0.097 -0.012 0.188 -0.49
C -1.43744 0.57617 0.48214 -0.205 -0.229 0.068 0.08
O -1.19580 1.91568 0.19847 0.128 0.034 -0.127 -0.70
H 1.60642 -1.52096 -1.23216 -0.009 0.138 0.018 0.17
H 2.05523 -0.35427 0.04167 -0.050 -0.021 -0.153 0.17
H 2.28372 0.07011 -1.68029 -0.070 -0.092 0.103 0.19
H -1.00115 -1.37949 -0.55644 0.056 0.165 0.055 0.19
H 0.45270 0.35207 1.59331 -0.122 -0.043 -0.037 0.23
H -0.75704 -0.97797 1.96725 0.025 0.141 -0.134 0.22
H -2.49182 0.35879 0.63083 0.159 0.036 -0.047 0.19
H -0.51300 1.92180 -0.49161 -0.110 0.076 0.115 0.48
```
Forces are in eV/Å.

=====

No. 2
# C4H8O2

A single C4H8O2 molecule (ωB97M-V/def2-TZVPD, OMol25).

Net charge: 0
LUMO energy (eV): 0.99
Max |F| (hartree/bohr): 0.036
E_tot (Eh): -307.61871

```
14
Properties=species:S:1:pos:R:3:forces:R:3:nbo_charge:R:1
C -0.52524 -1.39776 -1.40833 -0.005 0.214 0.103 -0.64
C -0.50369 -0.99713 0.06341 -0.128 -0.121 0.125 0.06
O 0.81021 -0.91173 0.60947 0.207 -0.272 0.145 -0.49
C -0.01425 0.22073 0.76143 -0.244 0.291 0.578 0.05
C 0.43541 1.54761 0.21678 -0.260 -0.393 -0.268 -0.10
O 1.30328 2.05034 1.21549 -0.080 0.049 0.343 -0.70
H 0.26236 -0.91415 -1.99354 -0.151 0.097 0.204 0.22
H -1.49020 -1.23345 -1.89863 0.091 0.112 0.205 0.22
H -0.33015 -2.48107 -1.45273 -0.040 0.328 0.105 0.22
H -1.21316 -1.57127 0.66237 0.211 -0.134 -0.001 0.18
H -0.21400 0.42263 1.88006 -0.682 -0.845 -1.509 0.15
H -0.42662 2.21999 0.06382 0.149 -0.201 0.079 0.17
H 0.94256 1.42788 -0.74714 0.186 0.107 0.291 0.19
H 0.96349 1.61739 2.02755 0.747 0.768 -0.399 0.46
```
Forces are in eV/Å.

=====

No. 3
# C4H8O2

A molecular structure, C4H8O2 (ωB97M-V/def2-TZVPD, OMol25).

Net charge: 0
LUMO energy (eV): 0.99
Max |F| (hartree/bohr): 0.008
E_tot (Eh): -307.61481

```
14
Properties=species:S:1:pos:R:3:forces:R:3:nbo_charge:R:1
C 0.03142 -1.85282 0.48643 -0.037 -0.154 0.204 -0.25
O 0.52916 -1.11290 -0.60227 0.108 0.026 -0.118 -0.53
C 0.07895 0.20356 -0.77561 -0.085 0.173 -0.155 0.06
C -0.99949 0.85727 0.10959 -0.347 -0.244 0.077 -0.09
O -0.20587 2.04481 0.22640 -0.042 0.150 0.090 -0.53
C 0.95534 1.35169 -0.25677 0.360 -0.040 -0.089 -0.08
H 0.06503 -1.30301 1.43381 0.073 -0.071 -0.087 0.16
H -0.99986 -2.18293 0.30548 0.064 0.054 0.062 0.17
H 0.66990 -2.73359 0.58184 -0.104 0.092 -0.039 0.20
H -0.15411 0.32828 -1.83820 0.045 -0.016 0.143 0.18
H -1.12550 0.36835 1.08399 -0.041 0.114 -0.138 0.17
H -1.98432 1.04933 -0.33095 0.183 -0.022 0.040 0.18
H 1.62167 1.03398 0.55762 -0.114 0.040 -0.056 0.17
H 1.51769 1.94796 -0.98135 -0.063 -0.101 0.064 0.18
```
Forces are in eV/Å.

=====

Look up the E_tot of the second one.
-307.61871 Eh